Entry 1:
{"formula": "C4H10O2", "method": "ωB97M-V/def2-TZVPD", "elements": ["C", "C", "C", "C", "H", "H", "H", "H", "H", "H", "H", "H", "H", "H", "O", "O"], "xyz": [[-0.36744, -1.88424, 1.51860], [0.54121, -1.27415, 0.32675], [0.00406, 1.20043, 0.43312], [-0.17081, 1.53108, -1.04917], [-1.26357, -1.97726, 1.31579], [-0.54653, -1.05494, 2.33435], [0.42357, -2.90306, 1.91871], [0.01630, -1.29417, -0.46955], [1.33081, -1.86477, 0.42590], [0.14331, 1.72897, 1.09002], [-0.99447, 0.91276, 0.49341], [0.98127, 1.51774, -1.59645], [-0.89797, 2.42267, -1.02678], [-0.64282, 0.53224, -2.67237], [0.97303, 0.04230, 0.62278], [-0.79703, 0.52534, -1.77138]], "mulliken_charge": [-1.067, -0.282, -1.291, -0.222, 0.468, 0.204, 0.237, 0.237, 0.479, 1.039, 0.378, 0.251, 0.222, 0.308, -0.458, -0.505], "e_lumo_ev": 0.90, "relative_energy_ev": 7.023, "gap_ev": 10.16}



Entry 2:
{"formula": "C4H10O2", "method": "ωB97M-V/def2-TZVPD", "elements": ["C", "C", "O", "C", "C", "O", "H", "H", "H", "H", "H", "H", "H", "H", "H", "H"], "xyz": [[1.31923, -1.60591, 0.13481], [0.23371, -0.55943, 0.29058], [-0.04102, -0.17267, 1.60116], [0.36801, 0.69734, -0.57858], [-0.92846, 1.52681, -0.36657], [-1.90365, 0.75565, 0.36096], [1.08952, -2.45670, 0.78361], [1.30766, -1.95227, -0.90739], [2.32216, -1.23812, 0.37795], [-0.71020, -1.09607, -0.16075], [-0.91171, 0.37112, 1.44306], [0.46488, 0.38946, -1.62526], [1.25174, 1.28467, -0.29557], [-1.41354, 1.78346, -1.30557], [-0.73738, 2.44719, 0.19607], [-1.71094, -0.17455, 0.05149]], "mulliken_charge": [-1.460, 0.366, -0.654, -0.421, -0.372, -0.649, 0.349, 0.345, 0.354, 0.176, 0.504, 0.263, 0.320, 0.292, 0.276, 0.309], "e_lumo_ev": 0.91, "relative_energy_ev": 1.638, "gap_ev": 10.81, "smiles": "C[C@@H](O)CCO"}



Entry 3:
{"formula": "C4H10O2", "method": "ωB97M-V/def2-TZVPD", "elements": ["C", "C", "C", "O", "C", "O", "H", "H", "H", "H", "H", "H", "H", "H", "H", "H"], "xyz": [[1.48859, -0.65451, 0.75290], [0.28340, 0.02385, 0.13306], [0.13691, 0.09321, -1.27113], [-1.42108, -1.03095, -1.22590], [-0.34928, 1.15458, 0.93252], [-1.54039, 1.63314, 0.33839], [1.82968, -1.50021, 0.14387], [2.33695, 0.03508, 0.86849], [1.24925, -1.04265, 1.75028], [-0.74034, -0.87290, -0.17292], [0.78132, -0.49130, -1.92426], [-0.39739, 0.91530, -1.73636], [-1.36189, -1.90827, -1.64253], [-0.52055, 0.81052, 1.96645], [0.31651, 2.02622, 0.99775], [-2.08193, 0.86250, 0.11021]], "mulliken_charge": [-1.426, 0.851, -0.763, -0.729, -0.595, -0.522, 0.380, 0.333, 0.333, 0.342, 0.326, 0.261, 0.290, 0.271, 0.306, 0.342], "e_lumo_ev": 0.71, "relative_energy_ev": 3.815, "gap_ev": 9.18}



Entry 4:
{"formula": "C4H10O2", "method": "ωB97M-V/def2-TZVPD", "elements": ["C", "C", "C", "C", "O", "H", "H", "H", "H", "H", "H", "H", "H", "O", "H", "H"], "xyz": [[1.35069, -1.31604, 0.30803], [1.29955, 0.17165, 0.38863], [0.15638, 0.88026, 0.41678], [-0.21550, 2.28818, 0.04497], [-0.99967, 0.08656, 0.59622], [1.61528, -1.63658, -0.70624], [0.38410, -1.77439, 0.53105], [2.04546, -1.79080, 1.00405], [2.25139, 0.69282, 0.58495], [-0.52743, 2.77221, 0.98614], [-1.15602, 2.26193, -0.51135], [0.47853, 2.84503, -0.57731], [-1.76326, 0.62992, 0.84377], [-1.83304, -1.96111, -1.66423], [-1.41138, -2.77298, -1.33290], [-1.67508, -1.37667, -0.91255]], "mulliken_charge": [-0.869, -0.238, 0.651, -1.394, -0.569, 0.226, 0.194, 0.344, 0.321, 0.337, 0.381, 0.325, 0.277, -0.639, 0.320, 0.334], "e_lumo_ev": 0.69, "relative_energy_ev": 1.411, "gap_ev": 9.28, "smiles": "C/C=C(/C)O.O"}



Entry 5:
{"formula": "C4H10O2", "method": "ωB97M-V/def2-TZVPD", "elements": ["C", "C", "C", "C", "O", "O", "H", "H", "H", "H", "H", "H", "H", "H", "H", "H"], "xyz": [[1.01155, 0.36280, 0.51027], [0.00793, 0.64916, -0.47508], [-0.64803, -1.40405, -0.68511], [-1.20917, 1.43531, -0.07124], [2.26012, 0.07492, -0.01968], [0.39816, -1.02705, 1.13823], [2.86357, -0.11830, 0.70746], [0.91990, -1.79762, 1.45532], [1.04730, 0.97357, 1.41388], [0.39275, 0.83293, -1.47370], [-2.06476, 1.20294, -0.71692], [-1.51557, 1.19891, 0.95135], [-0.84106, -2.32050, -0.13746], [-1.61892, -1.01653, -0.96856], [0.04741, -1.56599, -1.49867], [-1.05118, 2.51949, -0.13010]], "mulliken_charge": [0.263, -0.400, -0.725, -1.240, -0.520, -0.522, 0.341, 0.254, 0.289, 0.429, 0.331, 0.325, 0.298, 0.260, 0.276, 0.343], "e_lumo_ev": 0.73, "relative_energy_ev": 4.828, "gap_ev": 8.50}



Entry 6:
{"formula": "C4H10O2", "method": "ωB97M-V/def2-TZVPD", "elements": ["C", "C", "C", "O", "C", "H", "H", "H", "H", "H", "H", "H", "H", "O", "H", "H"], "xyz": [[-0.15252, -0.91002, 1.17994], [-1.16590, 0.22985, 1.27159], [-0.87999, 0.98523, -0.02053], [-0.47846, -0.00194, -0.98095], [-0.21075, -1.23958, -0.30664], [-0.39189, -1.77826, 1.82359], [0.85691, -0.55186, 1.45963], [-1.05319, 0.86119, 2.17389], [-2.19793, -0.17058, 1.26776], [-0.06093, 1.71723, 0.11643], [-1.75561, 1.53104, -0.42156], [-1.02303, -1.95905, -0.52575], [0.73058, -1.66248, -0.70727], [2.84296, 0.99437, -1.79550], [3.05241, 1.19528, -2.73572], [1.88738, 0.75962, -1.79895]], "mulliken_charge": [-0.519, -0.519, -0.377, -0.416, -0.337, 0.323, 0.255, 0.316, 0.252, 0.252, 0.270, 0.256, 0.263, -0.650, 0.315, 0.315], "e_lumo_ev": 0.95, "relative_energy_ev": 0.830, "gap_ev": 10.70, "smiles": "C1CCOC1.O"}



Entry 7:
{"formula": "C4H10O2", "method": "ωB97M-V/def2-TZVPD", "elements": ["C", "C", "C", "O", "C", "O", "H", "H", "H", "H", "H", "H", "H", "H", "H", "H"], "xyz": [[0.27642, 1.53369, -1.54526], [0.30392, 0.12266, -0.96444], [-0.35224, 0.06431, 0.40613], [-1.64554, 0.63159, 0.35824], [-0.55306, -1.35626, 0.92661], [-1.20763, -1.55399, 1.92451], [0.73504, 1.56545, -2.53853], [-0.75420, 1.88843, -1.62537], [0.81984, 2.23290, -0.89957], [-0.20766, -0.57531, -1.63953], [1.34279, -0.22717, -0.86617], [0.27963, 0.61519, 1.12641], [-2.07748, 0.33355, 1.17425], [-0.13388, -2.19652, 0.33783], [1.80671, -1.47823, 1.62009], [1.36733, -1.60030, 2.20478]], "mulliken_charge": [-1.224, -0.448, 0.517, -0.542, -0.504, -0.512, 0.356, 0.307, 0.309, 0.383, 0.262, 0.208, 0.317, 0.521, -0.016, 0.067], "e_lumo_ev": 0.68, "relative_energy_ev": 1.950, "gap_ev": 10.66, "smiles": "CC[C@@H](O)C=O.[H][H]"}



Entry 8:
{"formula": "C4H10O2", "method": "ωB97M-V/def2-TZVPD", "elements": ["C", "C", "O", "C", "C", "O", "H", "H", "H", "H", "H", "H", "H", "H", "H", "H"], "xyz": [[2.16861, -0.22587, -0.60088], [0.76844, -0.39860, -0.01094], [0.68556, -0.13933, 1.31810], [-0.22980, 0.69226, -0.38265], [-1.61114, 0.42853, -0.42221], [-1.82474, -0.20381, 1.78686], [2.83833, -0.97050, -0.15289], [2.17888, -0.35582, -1.69229], [2.55994, 0.76863, -0.35174], [0.35898, -1.38336, -0.34465], [-0.79159, -0.19155, 1.75187], [-0.82720, 0.76370, -1.53453], [0.08514, 1.71091, -0.15690], [-1.96599, -0.56364, -0.69788], [-2.35191, 1.21463, -0.27914], [-2.04150, -1.14618, 1.76989]], "mulliken_charge": [-1.369, 0.683, -0.815, -0.199, -0.607, -0.748, 0.314, 0.347, 0.332, 0.203, 0.449, 0.213, 0.310, 0.265, 0.313, 0.310], "e_lumo_ev": 0.34, "relative_energy_ev": 4.293, "gap_ev": 9.01}